Below is one molecule with the formula C3H5N5 in a non-equilibrium geometry, with properties calculated with ωB97M-V with the def2-TZVPD basis set.

Atoms and positions in Å:
H 0.9141 -2.0386 1.2272
N 1.4422 -0.2962 -1.9595
N -0.7469 1.4689 0.4324
N -1.5880 -0.3366 1.7599
N 0.6538 -1.8782 0.2374
C 0.1282 1.6150 -0.4981
H -0.2626 -2.4536 0.3183
C 0.8083 0.2454 -0.8932
H 0.1678 2.6952 -0.9386
H 1.8071 0.4600 -2.4938
N 0.1189 -0.5651 0.0343
H -2.3035 0.4299 2.0603
C -0.8505 0.1657 0.7740

Forces on the atoms, in the same order (eV/Å):
0.4 1.1 -0.4
-2.0 1.8 4.6
0.2 2.1 -1.8
0.2 2.3 -2.5
-3.7 -1.4 1.1
-0.1 1.4 -0.7
1.8 0.7 -0.9
-0.9 -1.4 -2.4
0.7 -2.4 0.5
0.4 0.9 -0.7
1.4 0.0 0.2
1.9 -1.5 -0.6
-0.2 -3.7 3.5

Results
- Energy: -10639.642 eV
- Lowest unoccupied orbital energy: -1.05 eV
- Energy above the lowest of the compared OMol25 structures with the same formula, charge and spin: 311.87 kJ/mol
- Total charge: 0
- SMILES: [H]/N=C1C=N/C(=N\[H])N\1N
- HOMO-LUMO gap: 8.2 eV